A cluster of 4 separate species, C42H61BrFIN5O12P in total. Source: OMol25; level of theory: ωB97M-V/def2-TZVPD.

Structure (XYZ):
```
124
Properties=species:S:1:pos:R:3:mulliken_charge:R:1
C -3.415 1.347 0.279 -1.04
C -3.967 0.175 -0.114 -0.76
C -3.284 -1.192 0.068 1.64
C -3.050 -1.283 1.602 -0.98
O -1.813 -0.674 1.894 0.63
C -1.508 -0.487 3.259 0.60
C -0.129 0.193 3.242 -1.92
O -0.235 1.380 2.466 -0.18
C 0.796 1.525 1.517 -0.37
C 0.499 2.754 0.692 -0.35
O 0.696 3.911 1.481 -0.37
C -0.320 4.874 1.326 -0.14
C 0.032 6.133 2.125 -0.71
O 0.036 7.303 1.331 -0.43
C 1.324 7.740 0.942 0.26
C 1.810 6.990 -0.297 -1.05
C -1.433 -1.811 4.080 -0.42
C -0.104 -2.145 4.728 0.50
C 0.035 -1.893 6.208 -1.36
N 0.812 -2.656 4.021 -0.57
P -2.624 0.732 4.126 0.69
N -2.276 1.054 5.626 -0.96
O -1.986 -1.251 -0.501 -0.32
C -1.723 -1.350 -1.875 -0.16
I -3.077 -0.333 -3.235 0.12
C -0.289 -0.787 -1.993 0.22
C 0.164 -0.132 -3.277 -0.75
F -0.157 1.220 -3.285 -0.32
C -1.679 -2.825 -2.315 -1.13
O -0.936 -2.926 -3.503 -0.27
C -0.617 -4.277 -3.809 -0.32
C 0.667 -4.743 -3.140 -0.87
C -4.296 -2.282 -0.332 -0.65
Br -3.645 -4.097 0.104 -0.14
C -5.693 -2.117 0.316 -0.48
C -6.782 -1.673 -0.683 -1.30
H -3.960 2.010 0.944 0.34
H -2.433 1.629 -0.087 -0.03
H -4.918 0.205 -0.642 0.50
H -3.884 -0.787 2.096 0.19
H -3.023 -2.328 1.918 0.22
H 0.172 0.505 4.245 0.39
H 0.588 -0.469 2.758 0.70
H 1.767 1.684 2.007 0.26
H 0.867 0.649 0.861 0.34
H -0.561 2.693 0.424 0.01
H 1.080 2.776 -0.235 0.41
H -0.472 5.176 0.284 0.37
H -1.281 4.483 1.686 0.24
H 1.003 5.973 2.606 0.34
H -0.694 6.295 2.924 0.34
H 1.280 8.803 0.709 -0.07
H 2.055 7.613 1.748 0.21
H 2.067 5.962 -0.033 0.17
H 0.992 6.965 -1.018 0.28
H 2.693 7.460 -0.729 0.42
H -1.728 -2.666 3.476 0.30
H -2.160 -1.739 4.895 0.41
H 0.952 -2.345 6.586 0.48
H 0.028 -0.832 6.455 0.26
H -0.787 -2.395 6.723 0.30
H 1.639 -2.830 4.591 0.22
H -3.923 0.197 4.003 0.06
H -2.572 1.863 3.301 -0.06
H -1.461 0.535 5.931 0.25
H -0.230 -0.017 -1.218 -0.28
H 0.414 -1.566 -1.697 0.52
H -0.192 -0.624 -4.179 0.37
H 1.256 -0.181 -3.316 0.39
H -2.697 -3.172 -2.517 0.41
H -1.247 -3.383 -1.479 0.52
H -0.488 -4.318 -4.891 0.23
H -1.434 -4.956 -3.543 0.34
H 0.788 -4.355 -2.127 0.32
H 0.644 -5.830 -3.052 0.27
H 1.562 -4.506 -3.716 0.33
H -4.459 -2.312 -1.405 0.56
H -5.666 -1.450 1.176 0.12
H -6.000 -3.087 0.699 0.66
H -7.015 -0.617 -0.534 0.38
H -7.712 -2.198 -0.473 0.37
H -6.481 -1.813 -1.719 0.30
C 3.379 -5.899 2.092 -0.43
C 2.890 -6.915 1.281 -0.50
C 3.119 -6.886 -0.085 -0.30
C 3.843 -5.832 -0.612 0.14
C 4.335 -4.808 0.175 -0.51
C 4.097 -4.846 1.539 -0.41
N 4.100 -5.804 -2.063 1.11
O 3.631 -6.703 -2.731 -0.60
O 4.753 -4.880 -2.505 -0.63
H 3.200 -5.927 3.158 0.38
H 2.329 -7.732 1.713 0.39
H 2.742 -7.668 -0.727 0.50
H 4.892 -3.996 -0.268 0.47
H 4.474 -4.054 2.172 0.38
C 1.516 -7.420 -8.709 -0.42
C 2.161 -8.454 -8.043 -0.42
C 1.828 -8.752 -6.732 -0.44
C 0.845 -8.003 -6.112 0.09
C 0.194 -6.966 -6.754 -0.22
C 0.537 -6.676 -8.065 -0.57
N 0.474 -8.325 -4.724 1.08
O 1.071 -9.227 -4.173 -0.62
O -0.408 -7.664 -4.208 -0.61
H 1.777 -7.195 -9.735 0.38
H 2.925 -9.032 -8.546 0.38
H 2.322 -9.552 -6.201 0.46
H -0.567 -6.397 -6.242 0.52
H 0.038 -5.869 -8.584 0.39
C 1.603 13.794 3.108 -0.43
C 2.772 13.502 3.799 -0.40
C 3.549 12.419 3.423 -0.42
C 3.138 11.648 2.352 0.23
C 1.976 11.917 1.653 -0.22
C 1.205 13.001 2.040 -0.54
N 3.971 10.505 1.936 1.02
O 4.975 10.275 2.578 -0.61
O 3.602 9.861 0.974 -0.58
H 1.001 14.643 3.402 0.38
H 3.080 14.119 4.631 0.37
H 4.459 12.179 3.952 0.45
H 1.678 11.294 0.823 0.38
H 0.293 13.228 1.504 0.37
```

## Properties
SMILES = [H]/N=C(\C)C[C@@](COCCOCCOCC)(OC[C@@](C=C)(O[C@@](I)(CCF)COCC)[C@@H](Br)CC)[PH2]=N.O=[N+]([O-])c1ccccc1.O=[N+]([O-])c1ccccc1.O=[N+]([O-])c1ccccc1

---

A structure of composition C18H28AuN4NbO4S. Source: OMol25; level of theory: ωB97M-V/def2-TZVPD.

Structure (XYZ):
```
57
Properties=species:S:1:pos:R:3:nbo_charge:R:1
N -1.539 0.650 1.757 -0.86
C -1.554 0.678 2.986 0.92
O -1.594 0.742 4.163 -0.39
Au -2.995 1.325 -1.761 0.80
Nb -0.834 0.633 -0.123 1.90
N 0.015 2.466 0.039 -0.54
N -1.963 -0.449 -1.632 -0.69
C 1.067 3.015 0.912 0.10
C -2.903 -1.545 -1.276 0.12
C 0.451 4.111 1.783 -0.61
C 2.194 3.586 0.047 -0.62
C 1.663 1.944 1.824 -0.63
C -3.962 -1.637 -2.375 -0.62
C -2.145 -2.865 -1.155 -0.64
C -3.587 -1.215 0.041 -0.64
H 0.099 4.952 1.177 0.22
H 1.206 4.485 2.487 0.25
H -0.392 3.707 2.355 0.22
H 2.553 2.815 -0.645 0.22
H 3.027 3.895 0.690 0.25
H 1.866 4.459 -0.527 0.22
H 0.904 1.413 2.410 0.22
H 2.342 2.448 2.528 0.26
H 2.264 1.224 1.255 0.21
H -4.415 -0.650 -2.535 0.19
H -4.746 -2.337 -2.063 0.26
H -3.534 -1.989 -3.319 0.23
H -1.686 -3.155 -2.107 0.22
H -2.868 -3.644 -0.873 0.26
H -1.378 -2.811 -0.376 0.24
H -2.872 -1.089 0.866 0.24
H -4.274 -2.037 0.290 0.27
H -4.172 -0.290 -0.054 0.21
C -1.282 -0.660 -2.939 -0.46
H -0.201 -0.502 -2.851 0.25
H -1.455 -1.679 -3.306 0.25
H -1.675 0.063 -3.671 0.22
C -0.497 3.397 -0.963 -0.42
H 0.244 3.600 -1.756 0.24
H -1.403 2.980 -1.452 0.16
H -0.799 4.348 -0.496 0.25
O -0.357 -3.221 1.825 -0.85
S 0.552 -2.104 1.872 2.29
O 0.643 -1.271 3.047 -0.86
N 0.170 -1.067 0.543 -0.89
C 1.208 -0.857 -0.303 0.67
O 1.041 0.120 -1.139 -0.65
C 2.340 -1.681 -0.024 -0.13
C 3.588 -1.688 -0.674 -0.13
C 4.594 -2.492 -0.148 -0.18
C 4.375 -3.251 1.017 -0.11
C 3.143 -3.206 1.682 -0.17
C 2.133 -2.415 1.143 -0.29
H 3.712 -1.070 -1.562 0.25
H 5.568 -2.536 -0.637 0.26
H 5.175 -3.878 1.411 0.26
H 2.949 -3.766 2.594 0.26
```

## Properties
Net charge = +2

---

A cluster of 2 separate species, C4H8N2O in total. Source: OMol25; level of theory: ωB97M-V/def2-TZVPD.

Structure (XYZ):
```
15
Properties=species:S:1:pos:R:3:nbo_charge:R:1
C 1.304 0.296 -0.855 -0.09
C -1.776 -0.627 0.356 -0.71
C -0.419 -1.160 0.723 0.39
C 1.100 0.388 0.479 0.26
N 0.690 1.172 -1.733 -0.80
N 1.239 1.098 1.480 -0.59
O -0.078 -1.507 1.847 -0.60
H 0.766 0.738 2.312 0.37
H 0.431 2.050 -1.297 0.39
H 1.153 1.286 -2.625 0.39
H 1.801 -0.574 -1.258 0.22
H 0.086 -1.667 -0.213 0.09
H -1.666 0.077 -0.472 0.22
H -2.410 -1.457 0.049 0.24
H -2.222 -0.113 1.207 0.22
```

## Properties
SMILES = N=C=CN.CC=O

---

The molecule C3H4N4O. Source: OMol25; level of theory: ωB97M-V/def2-TZVPD.

Structure (XYZ):
```
12
Properties=species:S:1:pos:R:3:nbo_charge:R:1
C 0.250 -0.845 0.801 0.49
C 0.264 1.495 -1.148 0.46
C -1.543 0.371 -0.112 0.31
H -0.335 -2.423 1.189 0.35
H 2.083 -0.286 1.068 0.39
H 0.694 1.995 -2.097 0.20
H -2.588 0.118 -0.234 0.20
N 0.584 -2.016 1.029 -0.60
N 1.209 0.176 0.681 -0.37
N -0.916 1.466 -0.825 -0.54
N -1.014 -0.633 0.311 -0.50
O 1.314 0.582 -0.663 -0.40
```

## Properties
SMILES = [H]/N=C1\N=CN=CON1

---

A structure of composition C31H39CaN8O4Si. Source: OMol25; level of theory: ωB97M-V/def2-TZVPD.

Structure (XYZ):
```
84
Properties=species:S:1:pos:R:3:mulliken_charge:R:1
Ca 0.797 -0.046 0.310 2.58
N 4.735 -2.220 0.361 -0.10
C 5.431 -1.034 0.189 -0.78
C 4.483 -0.073 0.103 -0.50
N 3.215 -0.641 0.220 0.25
C 3.420 -1.936 0.374 -0.08
C 2.314 -2.892 0.597 -0.04
N 1.079 -2.496 0.814 0.17
C 0.338 -3.650 1.016 -0.37
C 1.142 -4.734 0.923 -0.86
N 2.405 -4.234 0.651 -0.08
H 5.155 -3.121 0.487 0.17
H 6.510 -0.998 0.142 0.43
H 4.624 0.991 -0.047 0.41
H -0.730 -3.618 1.193 0.39
H 0.942 -5.792 1.000 0.43
H 3.223 -4.792 0.492 0.17
C 0.212 0.478 5.056 -0.74
O -0.827 0.661 4.073 -0.45
C -0.470 0.620 2.793 0.63
O 0.723 0.448 2.426 -1.01
N -1.496 0.770 1.963 0.29
N -1.336 0.495 0.552 -0.80
H -0.169 0.926 5.966 0.29
H 1.136 0.954 4.757 0.31
H 0.383 -0.582 5.212 0.26
H -2.410 0.749 2.374 0.14
H -1.842 1.228 0.078 -0.02
H -2.306 -1.077 -0.059 0.18
C -5.079 -0.680 0.801 -1.07
Si -4.054 -2.213 0.944 0.21
C -3.455 -2.367 2.696 -0.94
C -5.055 -3.693 0.537 -1.29
N -2.700 -1.995 -0.139 0.19
C -1.984 -2.796 -1.038 0.01
C -2.204 -4.169 -1.230 0.28
C -1.410 -4.913 -2.098 -0.80
C -0.364 -4.323 -2.807 -0.65
C -0.156 -2.960 -2.629 -0.74
C -0.956 -2.219 -1.765 -0.49
H -6.152 -0.915 0.828 0.38
H -4.865 -0.173 -0.146 0.28
H -4.881 0.021 1.623 0.31
H -3.760 -1.508 3.307 0.34
H -2.360 -2.430 2.731 0.15
H -3.858 -3.270 3.178 0.44
H -5.951 -3.658 1.171 0.36
H -4.528 -4.629 0.760 0.39
H -5.376 -3.710 -0.514 0.35
H -3.005 -4.656 -0.691 0.12
H -1.617 -5.970 -2.223 0.41
H 0.254 -4.901 -3.485 0.44
H 0.638 -2.459 -3.178 0.42
H -0.769 -1.182 -1.650 0.86
C 0.231 4.251 -3.466 -1.14
O 0.625 4.155 -2.093 -0.37
C -0.342 4.194 -1.156 1.03
C -1.705 4.129 -1.427 -0.65
C -2.631 4.223 -0.393 -0.81
C -2.207 4.365 0.921 -0.84
C -0.848 4.377 1.183 -0.55
C 0.075 4.282 0.160 0.34
N 1.454 4.446 0.524 0.05
C 2.602 4.081 0.003 -0.73
C 2.990 3.186 -1.000 1.02
C 4.298 3.445 -1.531 -0.88
C 4.801 2.742 -2.574 -0.99
C 3.991 1.716 -3.140 -0.48
C 2.770 1.398 -2.629 -0.62
C 2.228 2.080 -1.493 1.38
O 1.156 1.663 -0.927 -1.35
H 1.143 4.373 -4.035 0.26
H -0.420 5.108 -3.626 0.45
H -0.274 3.339 -3.783 0.38
H -2.044 4.021 -2.447 0.49
H -3.691 4.185 -0.624 0.43
H -2.921 4.451 1.733 0.41
H -0.491 4.459 2.207 0.38
H 1.566 5.083 1.296 0.37
H 3.413 4.652 0.443 0.42
H 4.879 4.255 -1.097 0.34
H 5.784 2.963 -2.977 0.40
H 4.367 1.160 -3.992 0.47
H 2.171 0.604 -3.057 0.51
```

## Properties
Net charge = +1

---

The molecule C2H7N3O2. Source: OMol25; level of theory: ωB97M-V/def2-TZVPD.

Structure (XYZ):
```
14
Properties=species:S:1:pos:R:3:nbo_charge:R:1
C -2.860 -0.177 -0.352 -0.41
C 3.147 0.076 -0.205 -0.26
N -1.691 -0.103 0.589 -0.44
N -0.587 -0.617 0.040 -0.07
N 0.496 -0.080 0.300 0.50
O 1.800 -0.648 -0.367 -0.43
O 0.724 0.838 1.096 -0.52
H -3.033 -1.245 -0.854 0.22
H -3.793 0.022 0.309 0.21
H -2.707 0.566 -1.085 0.19
H 3.721 -0.382 0.579 0.19
H 3.562 -0.161 -1.159 0.21
H 2.832 1.114 0.044 0.22
H -1.609 0.796 1.065 0.38
```

## Properties
SMILES = CN/N=[N+](\[O-])OC

---

How do the records compare in energy relative to the best compared isomer or geometry (same formula, charge and spin)? In the order shown, they have 0.000; 0.610; 4.251; 4.644; 1.339; 7.391 eV.
How do the records compare in largest force on an atom? In the order shown, they have 1.756; 3.985; 3.708; 4.534; 1.705; 4.023 eV Å⁻¹.